{"formula": "C20H20Cl", "method": "wB97M-V/def2-TZVPD", "species": ["C", "C", "C", "C", "C", "C", "C", "C", "C", "H", "H", "H", "H", "H", "H", "H", "H", "H", "H", "Cl", "C", "C", "C", "C", "C", "C", "C", "C", "C", "C", "C", "H", "H", "H", "H", "H", "H", "H", "H", "H", "H"], "xyz": [[-1.0363, 2.6825, 0.9963], [-1.0788, 1.2677, 0.5534], [0.2152, 0.5643, 0.7566], [-2.3622, 0.6211, 0.2627], [-3.5917, 1.3435, 0.0915], [-4.8386, 0.7210, -0.0542], [-4.9384, -0.6943, -0.0955], [-3.7568, -1.4306, 0.0207], [-2.5258, -0.8039, 0.2054], [-1.9457, 3.3160, 0.8486], [-0.7896, 2.7360, 2.0614], [-0.2342, 3.2158, 0.4863], [-0.0375, -0.5052, 0.6930], [0.5490, 0.8461, 1.8748], [-3.5687, 2.4354, 0.0755], [-5.7433, 1.2935, -0.1912], [-5.8919, -1.1847, -0.2832], [-3.7974, -2.5107, -0.0766], [-1.6466, -1.4506, 0.3303], [2.4256, -5.5863, -0.9467], [2.1806, -3.8987, -0.7121], [1.2574, -3.2414, -1.5324], [1.0736, -1.8714, -1.3544], [1.7649, -1.1870, -0.3307], [1.5361, 0.3640, -0.1233], [2.8037, 0.9879, 0.6171], [2.8363, 2.4142, 0.0900], [1.9365, 2.4085, -1.1135], [1.3272, 1.2217, -1.3138], [2.4996, -1.9168, 0.6051], [2.6983, -3.2883, 0.4247], [0.7011, -3.7598, -2.3061], [0.4039, -1.3228, -2.0393], [2.7143, 0.9129, 1.7030], [3.7627, 0.5278, 0.3118], [2.6184, 3.1549, 0.8814], [3.8458, 2.6466, -0.2485], [1.8100, 3.2973, -1.7098], [0.6305, 0.9052, -2.0734], [2.9370, -1.3896, 1.4582], [3.2560, -3.8416, 1.1569]], "atomic_forces_ev_per_a": [[-1.07, 1.19, -0.58], [-0.73, 0.26, 0.44], [-0.34, -2.23, 2.47], [-0.04, -0.42, -0.10], [-0.32, 0.38, 0.23], [0.81, -0.73, -0.09], [0.92, 1.11, -0.14], [0.24, 0.16, -0.11], [0.64, -0.25, -0.01], [0.59, -0.88, 0.13], [0.02, -0.23, -0.04], [0.37, -0.18, -0.09], [-0.37, 0.43, 1.03], [-0.76, -0.60, -2.45], [-0.05, -0.40, -0.02], [0.11, 0.26, 0.06], [0.20, 0.13, 0.19], [0.11, 0.12, 0.19], [-0.45, 0.30, -0.09], [0.16, -0.24, -0.08], [-1.09, -0.11, 0.50], [0.41, 0.65, 0.07], [0.29, 0.31, 0.14], [-1.05, 0.95, -0.18], [1.54, -1.03, 0.66], [-0.60, -0.23, -0.75], [0.33, 0.59, 0.28], [-0.69, -0.68, -0.27], [0.93, 1.32, 0.29], [0.01, 0.14, -0.36], [-0.02, 0.81, -0.40], [0.29, -0.08, 0.06], [0.40, -0.36, 0.42], [0.05, 0.02, -0.13], [-0.81, -0.31, 0.10], [-0.27, -0.09, -0.53], [0.08, 0.23, 0.08], [0.06, 0.00, -0.33], [0.01, 0.36, -0.32], [-0.10, -0.41, -0.27], [0.21, -0.26, 0.00]], "lowdin_charge": [-0.004, -0.060, -0.043, -0.126, 0.015, -0.026, 0.000, -0.042, 0.022, 0.099, 0.123, 0.098, 0.093, 0.198, 0.112, 0.114, 0.126, 0.120, 0.118, 0.704, -0.669, -0.091, -0.037, -0.168, -0.332, -0.121, -0.177, -0.061, -0.038, -0.026, -0.080, 0.111, 0.117, 0.110, 0.133, 0.121, 0.116, 0.109, 0.115, 0.118, 0.109], "charge": 1, "e_tot_ev": -33577.9166, "spin_multiplicity": 1, "homo_energy_ev": -11.60, "de_lowest_kcal_mol": 31.7}

***

{"formula": "C20H20Cl3F4IrN2O5S2", "method": "wB97M-V/def2-TZVPD", "species": ["Ir", "C", "C", "N", "C", "C", "C", "C", "N", "C", "C", "F", "C", "F", "C", "C", "F", "C", "F", "H", "H", "H", "H", "H", "H", "H", "H", "H", "H", "H", "H", "H", "H", "H", "Cl", "C", "Cl", "Cl", "C", "O", "O", "C", "C", "C", "C", "C", "C", "H", "H", "H", "H", "H", "O", "S", "O", "O", "S"], "xyz": [[-0.5382, 0.2070, 0.2260], [-1.3849, -1.6437, -2.2166], [-0.0718, -2.3232, -1.8498], [0.3524, -2.0693, -0.4611], [-0.0938, -3.1687, 0.4012], [0.1274, -2.9294, 1.8898], [1.7990, -1.9171, -0.3437], [2.3554, -0.7328, -1.1229], [1.6005, 0.4763, -0.8803], [2.0885, 1.5876, -1.4079], [1.4617, 2.8407, -1.1208], [0.4174, 2.8187, -0.2627], [1.8765, 4.0378, -1.6498], [1.2253, 5.1867, -1.3474], [2.9907, 4.1345, -2.4790], [3.6560, 2.9536, -2.7414], [4.7787, 3.0026, -3.5121], [3.2395, 1.7336, -2.2506], [4.0200, 0.6691, -2.6360], [-1.5526, -1.7238, -3.2907], [-1.3412, -0.5791, -1.9650], [-2.2276, -2.1017, -1.7061], [0.6995, -1.9447, -2.5219], [-0.1652, -3.4055, -2.0171], [0.4250, -4.0967, 0.0990], [-1.1621, -3.3183, 0.2264], [1.1663, -3.0708, 2.1871], [-0.4912, -3.6169, 2.4613], [-0.1739, -1.9134, 2.1377], [2.3262, -2.8317, -0.6731], [2.0177, -1.7509, 0.7107], [2.3858, -0.9645, -2.1971], [3.3972, -0.6022, -0.7967], [3.3161, 5.0734, -2.8906], [-4.1767, 3.7267, -3.0159], [-3.9048, 2.8299, -1.5270], [-4.0533, 3.9340, -0.1648], [-5.1267, 1.5456, -1.3753], [-2.4656, 2.1056, -1.5096], [-1.9340, 1.9461, -2.5869], [-2.1543, 1.7914, -0.3550], [0.6420, 0.6910, 5.0931], [1.6249, 0.8454, 4.1319], [1.3060, 0.7599, 2.7834], [0.0025, 0.5168, 2.3437], [-0.9705, 0.3854, 3.3409], [-0.6629, 0.4675, 4.6886], [0.8885, 0.7423, 6.1468], [2.6497, 1.0306, 4.4358], [2.0997, 0.8832, 2.0570], [-1.9960, 0.1973, 3.0557], [-1.4424, 0.3477, 5.4310], [-4.7345, -3.0013, 1.2782], [-3.8859, -2.7103, 0.1348], [-4.5792, -2.1755, -1.0258], [-2.9592, -3.7991, -0.1909], [-2.6870, -1.0763, 0.8338]], "atomic_forces_ev_per_a": [[-0.77, -2.82, -0.49], [0.17, -0.28, 0.27], [-0.27, 0.31, -0.51], [0.11, 1.10, 0.91], [-0.50, -0.33, 0.63], [0.15, 0.10, -0.32], [0.43, 0.49, -0.11], [-0.09, -0.23, 0.11], [-1.09, 0.02, 0.85], [0.42, 0.66, -0.32], [-0.20, 0.04, 0.15], [0.39, 0.40, -0.33], [0.17, 0.03, -0.04], [-0.03, -0.32, 0.08], [-0.01, -0.25, 0.05], [-0.11, 0.34, 0.05], [-0.26, -0.14, 0.12], [0.13, -0.05, -0.08], [-0.23, 0.18, 0.10], [0.02, 0.09, -0.06], [-0.10, 0.18, -0.19], [0.06, 0.13, -0.11], [0.03, -0.07, 0.09], [0.13, 0.10, 0.15], [0.01, 0.15, -0.14], [0.28, 0.00, -0.03], [0.11, -0.02, 0.09], [-0.09, -0.06, 0.02], [-0.05, -0.10, 0.10], [-0.15, 0.04, 0.07], [0.00, -0.09, 0.02], [0.06, -0.04, 0.15], [-0.05, -0.17, -0.07], [0.02, 0.11, -0.02], [-0.01, 0.14, -0.31], [0.26, -0.62, 0.21], [-0.08, 0.34, 0.32], [0.10, 0.03, -0.04], [-0.73, 0.59, -0.92], [0.45, -0.24, -0.42], [1.40, -0.87, 2.21], [0.07, 0.01, 0.16], [0.02, 0.01, 0.10], [0.10, -0.02, -0.76], [-0.60, -0.33, -1.60], [-0.40, 0.04, -0.54], [0.11, 0.04, 0.04], [0.03, 0.02, 0.03], [0.01, 0.00, -0.08], [0.02, 0.00, -0.12], [-0.07, -0.06, -0.09], [-0.08, -0.01, -0.05], [0.32, 0.38, -0.05], [0.39, -0.09, -0.80], [-0.13, -0.24, 0.05], [-0.33, -0.17, -0.08], [0.50, 1.54, 1.55]], "lowdin_charge": [1.086, -0.078, -0.218, -0.216, -0.278, -0.093, -0.202, -0.252, -0.047, -0.205, -0.153, 0.037, -0.225, 0.063, 0.015, -0.241, 0.043, -0.130, 0.017, 0.088, 0.032, 0.015, 0.100, 0.126, 0.122, 0.045, 0.061, 0.081, 0.016, 0.130, 0.103, 0.103, 0.117, 0.111, 0.554, -1.519, 0.567, 0.592, -0.855, -0.003, -0.201, -0.135, -0.127, -0.133, -0.230, -0.150, -0.110, 0.084, 0.088, 0.084, 0.040, 0.094, -0.413, 0.115, -0.434, -0.452, 0.369], "charge": -2, "e_tot_ev": -107227.9790, "spin_multiplicity": 1, "homo_energy_ev": [-2.22, -2.22], "de_lowest_kcal_mol": 97.8}

***

{"formula": "C20H20Cl3F4IrN2O5S2", "method": "wB97M-V/def2-TZVPD", "species": ["Ir", "C", "C", "N", "C", "C", "C", "C", "N", "C", "C", "F", "C", "F", "C", "C", "F", "C", "F", "H", "H", "H", "H", "H", "H", "H", "H", "H", "H", "H", "H", "H", "H", "H", "Cl", "C", "Cl", "Cl", "C", "O", "O", "C", "C", "C", "C", "C", "C", "H", "H", "H", "H", "H", "O", "S", "O", "O", "S"], "xyz": [[0.9311, -0.3481, 0.4666], [-2.3660, 1.7858, 1.0757], [-1.2694, 1.7319, 2.1273], [-0.5918, 0.4442, 2.3400], [0.0793, 0.4847, 3.6549], [1.0273, 1.6532, 3.8498], [-1.4503, -0.7410, 2.3599], [-1.9510, -1.2048, 1.0073], [-0.9412, -1.1595, -0.0329], [-1.2092, -1.9176, -1.1215], [-0.2665, -2.1665, -2.1636], [0.9408, -1.5995, -2.1317], [-0.5204, -2.9786, -3.2429], [0.4649, -3.1655, -4.1429], [-1.7346, -3.6091, -3.4482], [-2.6922, -3.3355, -2.5007], [-3.9340, -3.8627, -2.6487], [-2.4668, -2.5244, -1.4083], [-3.5756, -2.2761, -0.6524], [-2.6252, 2.8339, 0.9090], [-3.2689, 1.2648, 1.3954], [-2.0308, 1.3718, 0.1207], [-1.7011, 2.0511, 3.0930], [-0.5058, 2.4642, 1.8590], [0.6233, -0.4435, 3.7754], [-0.7031, 0.5185, 4.4378], [1.7613, 1.6852, 3.0460], [1.5670, 1.5104, 4.7879], [0.5147, 2.6155, 3.8992], [-2.3414, -0.6011, 3.0000], [-0.8415, -1.5252, 2.8061], [-2.8212, -0.6284, 0.6951], [-2.3006, -2.2295, 1.1781], [-1.9169, -4.2541, -4.2930], [4.1654, -2.3144, -1.0293], [4.6988, -0.7836, -1.7029], [5.8568, -0.0106, -0.5704], [5.5638, -1.0931, -3.2369], [3.4915, 0.2448, -1.8990], [3.5677, 0.9614, -2.8861], [2.6683, 0.2288, -0.9610], [-0.1475, 4.1303, -1.0181], [-0.7952, 3.0327, -1.5665], [-0.5143, 1.7474, -1.1159], [0.4193, 1.5133, -0.1024], [1.0878, 2.6316, 0.4082], [0.8061, 3.9180, -0.0294], [-0.3627, 5.1326, -1.3715], [-1.5224, 3.1723, -2.3598], [-1.0322, 0.9097, -1.5691], [1.8680, 2.4836, 1.1453], [1.3501, 4.7581, 0.3900], [1.5015, -2.5156, 0.7266], [2.2060, -2.4821, 2.0498], [3.3387, -3.3744, 2.1271], [1.2642, -2.6454, 3.1532], [2.8105, -0.5016, 1.9657]], "atomic_forces_ev_per_a": [[-0.06, 0.76, 1.51], [-0.28, -0.24, 0.04], [-0.27, 0.29, 0.09], [0.62, -0.82, -0.36], [0.18, 0.25, 0.16], [0.01, 0.11, -0.02], [-0.27, -0.12, -0.08], [-0.13, 0.17, 0.11], [-0.03, -0.35, -1.37], [-0.13, 0.21, 0.14], [0.03, -0.01, 0.01], [0.12, 0.09, 0.11], [-0.05, 0.04, 0.07], [0.03, -0.01, -0.02], [-0.02, -0.03, -0.03], [-0.01, -0.01, 0.06], [-0.03, -0.01, -0.01], [-0.09, -0.12, -0.14], [-0.11, -0.07, -0.13], [0.04, -0.01, -0.01], [-0.04, 0.01, 0.10], [-0.47, 0.09, 0.66], [0.00, -0.12, -0.04], [-0.30, -0.20, 0.28], [0.14, -0.19, -0.06], [0.01, 0.00, -0.14], [-0.06, -0.04, 0.13], [0.02, -0.02, -0.01], [-0.04, 0.01, 0.01], [0.14, 0.16, 0.08], [0.03, -0.12, -0.05], [-0.07, -0.04, 0.23], [0.10, 0.01, -0.04], [0.00, 0.00, 0.00], [0.02, 0.04, -0.02], [-0.02, -0.02, 0.03], [0.00, 0.01, -0.01], [0.00, 0.01, -0.01], [0.05, -0.12, -0.22], [-0.05, 0.01, 0.07], [-0.60, -0.38, 0.24], [-0.07, -0.03, 0.00], [0.09, 0.01, -0.09], [0.55, 0.23, -0.41], [0.78, -0.16, -0.48], [0.20, 0.09, -0.38], [0.07, 0.02, 0.04], [0.00, 0.00, 0.00], [-0.01, 0.01, 0.00], [0.07, -0.03, -0.04], [0.00, 0.00, -0.03], [0.00, 0.01, 0.00], [-0.19, 0.11, 0.05], [0.03, 0.23, 0.15], [0.05, -0.04, -0.11], [-0.13, 0.03, 0.09], [0.14, 0.30, -0.10]], "lowdin_charge": [1.165, -0.077, -0.232, -0.181, -0.276, -0.118, -0.188, -0.230, -0.118, -0.170, -0.160, 0.067, -0.230, 0.074, 0.020, -0.245, 0.046, -0.140, 0.027, 0.084, 0.068, 0.039, 0.122, 0.082, 0.066, 0.120, 0.001, 0.075, 0.065, 0.130, 0.100, 0.086, 0.126, 0.115, 0.631, -1.476, 0.531, 0.516, -0.820, -0.018, -0.192, -0.127, -0.114, -0.154, -0.330, -0.145, -0.110, 0.080, 0.092, 0.095, 0.085, 0.089, -0.549, 0.083, -0.406, -0.431, 0.356], "charge": -2, "e_tot_ev": -107229.2449, "spin_multiplicity": 1, "homo_energy_ev": [-1.79, -1.89], "de_lowest_kcal_mol": 68.7}